{"formula": "C27H52OP2Tm", "method": "ωB97M-V/def2-TZVPD", "species": ["Tm", "C", "C", "C", "C", "C", "C", "H", "H", "H", "C", "H", "H", "H", "C", "H", "H", "H", "C", "H", "H", "H", "C", "H", "H", "H", "C", "C", "C", "C", "C", "C", "C", "C", "H", "H", "H", "H", "H", "H", "H", "H", "H", "H", "H", "H", "P", "C", "H", "H", "H", "C", "H", "H", "H", "C", "H", "H", "H", "P", "C", "H", "H", "H", "C", "H", "H", "H", "C", "H", "H", "H", "C", "C", "C", "O", "H", "H", "H", "H", "H", "H", "H"], "coordinates": [[-0.4564, -0.8859, -0.3848], [1.8904, -1.5680, -1.4641], [0.8681, -2.2829, -2.1564], [0.7171, -0.0470, -2.7351], [1.8441, -0.1980, -1.8757], [0.1065, -1.3291, -2.9087], [2.9931, -2.1697, -0.6773], [2.7103, -3.1464, -0.2690], [3.2706, -1.5189, 0.1637], [3.8884, -2.3108, -1.3043], [2.9146, 0.7979, -1.6441], [3.9123, 0.3347, -1.6635], [2.8107, 1.2907, -0.6665], [2.8914, 1.5828, -2.4168], [0.3546, 1.1948, -3.4518], [1.0011, 1.3417, -4.3334], [0.4834, 2.0607, -2.7916], [-0.6864, 1.1786, -3.7897], [-1.0734, -1.6489, -3.7555], [-0.8756, -2.5107, -4.4040], [-1.3239, -0.7805, -4.3718], [-1.9719, -1.8931, -3.1647], [0.7154, -3.7548, -2.1899], [1.3390, -4.2428, -2.9567], [-0.3218, -4.0446, -2.4030], [0.9973, -4.2021, -1.2289], [-0.8380, -0.9697, 1.9708], [0.0934, -1.9196, 1.5870], [-0.2142, -3.3985, 1.5465], [-1.3592, -3.8822, 0.6104], [-1.8855, -2.8800, -0.4018], [-2.6877, -1.8190, -0.0271], [-3.2149, -1.8034, 1.4069], [-2.2324, -1.2601, 2.4707], [-0.4313, -3.7917, 2.5610], [-2.1702, -4.3086, 1.2359], [0.7073, -3.9334, 1.2306], [-2.2315, -1.9433, 3.3380], [-0.4452, -0.0134, 2.3244], [1.1548, -1.6349, 1.6923], [-2.6240, -0.3000, 2.8486], [-4.1442, -1.1989, 1.4645], [-3.3285, -1.2939, -0.7545], [-3.5129, -2.8228, 1.7194], [-0.9586, -4.7435, 0.0472], [-1.9559, -3.2403, -1.4296], [2.4229, -0.0617, 3.6316], [3.6716, 1.0731, 2.9021], [3.9989, 1.8031, 3.6530], [3.2562, 1.6069, 2.0344], [4.5365, 0.4731, 2.5869], [1.6783, 1.0517, 4.8856], [2.4818, 1.4997, 5.4793], [1.0445, 0.4517, 5.5518], [1.0832, 1.8420, 4.4146], [3.5611, -0.9121, 4.8004], [3.0332, -1.7701, 5.2505], [3.8548, -0.2129, 5.5949], [4.4567, -1.2464, 4.2529], [-3.8263, 1.3651, -0.6683], [-4.9434, 0.8807, -2.0385], [-5.9811, 0.9193, -1.6816], [-4.6989, -0.1477, -2.3479], [-4.7978, 1.5588, -2.8934], [-4.9676, 1.2746, 0.7605], [-5.5218, 0.3212, 0.7749], [-5.6702, 2.1202, 0.6826], [-4.3809, 1.3582, 1.6936], [-3.6770, 3.1867, -0.8620], [-4.6825, 3.6153, -0.9362], [-3.1004, 3.3997, -1.7709], [-3.1459, 3.6181, -0.0036], [-0.8656, 2.7306, 1.5249], [-0.3661, 2.5248, 0.1070], [0.9763, 3.1608, -0.1743], [-0.3706, 1.1372, -0.2000], [-0.2144, 2.2029, 2.2487], [-1.8944, 2.3396, 1.6340], [-0.8663, 3.8082, 1.7665], [-1.0645, 3.0574, -0.5704], [1.8001, 2.7178, 0.4002], [1.2405, 3.1124, -1.2411], [0.9120, 4.2293, 0.0903]], "lowdin_charge": [1.381, -0.310, -0.322, -0.276, -0.250, -0.300, -0.042, 0.071, 0.078, 0.101, -0.020, 0.092, 0.059, 0.094, -0.026, 0.104, 0.062, 0.078, -0.030, 0.097, 0.080, 0.065, -0.046, 0.103, 0.070, 0.068, -0.183, -0.235, -0.137, -0.145, -0.175, -0.191, -0.148, -0.129, 0.140, 0.128, 0.116, 0.139, 0.089, 0.068, 0.116, 0.097, 0.076, 0.122, 0.117, 0.107, 0.809, -0.297, 0.046, 0.012, 0.039, -0.313, 0.038, 0.041, 0.024, -0.310, 0.037, 0.041, 0.040, 0.798, -0.286, 0.044, 0.023, 0.048, -0.304, 0.039, 0.049, 0.032, -0.288, 0.048, 0.045, 0.032, -0.054, -0.528, -0.048, -0.368, 0.066, 0.063, 0.095, 0.109, 0.062, 0.067, 0.095], "multiplicity": 3, "charge": 1, "e_homo_ev": [-9.975, -9.980], "gap_ev": [5.748, 5.770]}



{"formula": "C3H10NOS", "method": "ωB97M-V/def2-TZVPD", "species": ["C", "S", "C", "H", "H", "H", "H", "H", "H", "N", "C", "O", "H", "H", "H", "H"], "coordinates": [[-1.1453, -1.3172, 1.6216], [-2.6122, -0.4324, 0.9747], [-1.8535, 0.9132, -0.0081], [-1.5201, -2.2053, 2.1056], [-0.5219, -1.7464, 0.8335], [-0.6041, -0.5898, 2.2431], [-0.9057, 0.4837, -0.3450], [-1.7946, 1.8624, 0.5635], [-2.5048, 1.1225, -0.8588], [2.1452, 1.1536, -1.4221], [1.5387, -0.1683, -0.8973], [1.5048, -0.1461, 0.4643], [2.8845, 0.8403, -2.0427], [2.5783, 1.5023, -0.5330], [2.2238, -0.9445, -1.2548], [0.5868, -0.3281, -1.4443]], "lowdin_charge": [-0.431, 0.702, -0.409, 0.017, 0.020, 0.036, -0.014, 0.043, 0.025, 0.002, -0.372, 0.013, 0.042, 0.076, 0.135, 0.115], "multiplicity": 2, "charge": 0, "e_homo_ev": [-8.303, -8.303], "gap_ev": [9.125, 6.089]}



{"formula": "C6H13N", "method": "ωB97M-V/def2-TZVPD", "species": ["C", "C", "C", "C", "C", "C", "N", "H", "H", "H", "H", "H", "H", "H", "H", "H", "H", "H", "H", "H"], "coordinates": [[2.2380, -1.0185, -0.5377], [1.4046, -0.4127, 0.6136], [0.2135, 0.3806, 0.1561], [0.4835, 1.8313, -0.1772], [-1.0194, -0.1251, 0.0855], [-2.1939, 0.7026, -0.3678], [-1.3852, -1.4389, 0.4915], [3.0820, -0.4132, -0.8533], [1.5763, -1.2034, -1.3832], [2.5982, -2.0075, -0.2390], [1.0802, -1.2261, 1.2639], [2.0203, 0.2127, 1.2626], [-0.1157, 2.1867, -1.0086], [0.2853, 2.4683, 0.6885], [1.5200, 1.9577, -0.4918], [-1.9766, 1.2067, -1.3115], [-3.0619, 0.0651, -0.5417], [-2.4784, 1.4444, 0.3872], [-0.7109, -1.8825, 1.0968], [-1.5798, -2.0828, -0.2650]], "lowdin_charge": [-0.087, -0.221, -0.285, -0.054, -0.356, -0.053, 0.067, 0.064, 0.073, 0.066, 0.085, 0.108, 0.062, 0.087, 0.076, 0.069, 0.070, 0.087, 0.059, 0.084], "smiles": "CC/C(C)=C(/C)N", "charge": 0, "e_homo_ev": -8.009, "gap_ev": 9.044}



{"formula": "C9H18N2O", "method": "ωB97M-V/def2-TZVPD", "species": ["C", "C", "C", "C", "N", "N", "C", "C", "C", "C", "C", "O", "H", "H", "H", "H", "H", "H", "H", "H", "H", "H", "H", "H", "H", "H", "H", "H", "H", "H"], "coordinates": [[3.3259, 0.4879, -0.8193], [2.1885, 0.7740, 0.1019], [1.2955, -0.4276, 0.2917], [1.5441, -1.5359, 1.2384], [1.0147, -1.0118, -0.9639], [-0.1086, -0.9275, -1.4069], [-1.0178, -0.0630, -0.5478], [-1.2633, 1.1440, -1.4980], [-2.2654, -0.8920, -0.2822], [-3.1721, -0.3055, 0.7714], [-0.3055, 0.2406, 0.6707], [-0.1129, 1.5153, 1.1018], [3.7823, -0.4831, -0.4608], [4.1233, 1.3490, -0.8825], [2.9105, 0.3073, -1.8702], [1.5019, 1.6664, -0.1856], [2.4377, 1.3251, 1.0949], [1.9619, -1.1431, 2.2428], [2.1997, -2.3827, 0.7532], [0.7010, -2.1082, 1.4869], [-1.2430, 2.1887, -1.0820], [-2.3352, 1.0294, -1.8767], [-0.4257, 1.1230, -2.1614], [-2.8227, -1.2206, -1.2111], [-1.9129, -1.9215, 0.0778], [-3.4613, 0.5745, 0.3762], [-2.7559, -0.1293, 1.7048], [-4.0806, -0.8747, 0.8836], [-0.8135, -0.3129, 1.5281], [-0.8909, 2.0143, 0.9243]], "lowdin_charge": [-0.127, -0.243, -0.447, -0.046, 0.051, 0.112, -0.492, 0.004, -0.204, -0.084, -0.282, -0.019, 0.085, 0.105, 0.086, 0.131, 0.147, 0.123, 0.120, 0.044, 0.088, 0.108, 0.068, 0.134, 0.133, 0.038, 0.054, 0.085, 0.147, 0.082], "smiles": "CC[C@]1(C)N=N[C@@](C)(CC)C1O", "charge": 0, "e_homo_ev": -8.815, "gap_ev": 9.500}



{"formula": "C29H25N5O3SV", "method": "ωB97M-V/def2-TZVPD", "species": ["V", "C", "C", "C", "C", "C", "H", "H", "H", "H", "H", "N", "C", "C", "C", "C", "C", "C", "H", "H", "H", "H", "H", "N", "C", "C", "C", "C", "C", "C", "S", "O", "O", "O", "H", "H", "H", "H", "H", "H", "N", "C", "C", "C", "C", "C", "C", "N", "C", "C", "C", "C", "N", "C", "C", "H", "H", "H", "H", "H", "H", "H", "H", "H"], "coordinates": [[-1.3914, 0.7172, 3.0869], [-1.7791, -0.5971, 4.8729], [-0.4172, -0.1898, 4.9949], [-0.3937, 1.2215, 5.1545], [-1.7332, 1.6887, 5.1509], [-2.5860, 0.5678, 4.9847], [-2.1352, -1.6108, 4.7900], [0.4407, -0.8413, 4.9952], [0.4860, 1.8243, 5.3106], [-2.0495, 2.7054, 5.3147], [-3.6632, 0.5834, 4.9845], [-2.5209, 0.8943, 1.8636], [-3.4978, 1.1300, 0.9133], [-3.5019, 2.3094, 0.1555], [-4.4517, 2.5263, -0.8318], [-5.4340, 1.5776, -1.0922], [-5.4480, 0.4072, -0.3418], [-4.5000, 0.1883, 0.6460], [-2.7253, 3.0385, 0.3531], [-4.4134, 3.4379, -1.4183], [-6.1562, 1.7331, -1.8841], [-6.1935, -0.3540, -0.5441], [-4.4985, -0.7338, 1.2151], [-1.7582, -2.4803, 1.1335], [-1.6824, -2.4044, -0.2751], [-1.9000, -3.5555, -1.0335], [-1.8300, -3.5211, -2.4164], [-1.5297, -2.3372, -3.0813], [-1.2953, -1.1923, -2.3270], [-1.3683, -1.2206, -0.9365], [-1.5478, -2.3113, -4.8752], [-0.9656, -1.0253, -5.2365], [-2.9573, -2.4452, -5.2278], [-0.7441, -3.4641, -5.2655], [-2.4513, -3.1510, 1.4304], [-1.9225, -1.5953, 1.6014], [-2.1348, -4.4870, -0.5247], [-2.0024, -4.4192, -2.9987], [-1.0623, -0.2719, -2.8478], [-1.2000, -0.3183, -0.3567], [3.8883, 1.4472, -1.6052], [5.1046, 1.1458, -2.1884], [5.7342, 1.5997, -3.3355], [6.9995, 1.0933, -3.6078], [7.6043, 0.1699, -2.7480], [6.9628, -0.2775, -1.6011], [5.6918, 0.2135, -1.3166], [4.8481, -0.0646, -0.2589], [3.7731, 0.6692, -0.4663], [2.6054, 0.7239, 0.3725], [1.6572, 1.7631, 0.3014], [0.5866, 1.7957, 1.1478], [0.3040, 0.7995, 2.0549], [1.2167, -0.2394, 2.0847], [2.3462, -0.2821, 1.3195], [3.1028, 1.8556, -2.0799], [5.2591, 2.3095, -4.0014], [7.5195, 1.4119, -4.5022], [8.5881, -0.2123, -2.9913], [7.4251, -1.0015, -0.9414], [1.8007, 2.6059, -0.3667], [-0.1013, 2.6275, 1.1442], [0.9773, -1.0530, 2.7529], [3.0211, -1.1247, 1.3963]], "lowdin_charge": [0.651, -0.209, -0.216, -0.193, -0.195, -0.209, 0.094, 0.089, 0.094, 0.091, 0.098, -0.133, -0.386, -0.057, -0.118, -0.130, -0.110, -0.057, 0.090, 0.088, 0.084, 0.091, 0.096, 0.087, -0.331, -0.060, -0.079, -0.280, -0.053, -0.030, 0.387, -0.392, -0.388, -0.392, 0.067, 0.028, 0.095, 0.107, 0.103, 0.091, 0.155, -0.202, -0.040, -0.130, -0.129, -0.038, -0.246, 0.156, -0.285, -0.185, -0.046, -0.151, -0.105, -0.137, -0.031, 0.150, 0.101, 0.085, 0.084, 0.100, 0.099, 0.089, 0.087, 0.106], "multiplicity": 2, "charge": -2, "e_homo_ev": [-0.316, -0.198], "gap_ev": [4.298, 4.180]}



{"formula": "C10H15NO", "method": "ωB97M-V/def2-TZVPD", "species": ["C", "C", "C", "C", "C", "C", "C", "H", "H", "H", "H", "H", "H", "H", "H", "C", "C", "C", "N", "O", "H", "H", "H", "H", "H", "H", "H"], "coordinates": [[1.7378, 1.7024, -0.0941], [0.5741, 1.5505, -1.0217], [0.4265, 0.9006, -2.2098], [-0.7839, 0.7599, -2.7958], [-1.9636, 1.1425, -2.2446], [-1.8183, 1.7773, -1.0064], [-0.6385, 2.1163, -0.4045], [1.6986, 2.6384, 0.3690], [2.6445, 1.3931, -0.6319], [1.6901, 1.0196, 0.6720], [1.1439, 0.2218, -2.7219], [-0.8541, 0.3774, -3.8390], [-2.9688, 1.1006, -2.6340], [-2.6333, 2.1977, -0.5146], [-0.4860, 2.4749, 0.6606], [-0.8905, -1.2891, 0.8379], [0.0763, -0.8500, 1.9117], [1.2126, -1.9867, 2.2430], [0.8722, -3.2701, 1.7259], [2.2453, -1.6133, 2.7419], [-0.3816, -1.2515, -0.2697], [-1.7909, -0.6871, 0.9157], [-1.2437, -2.4157, 1.0367], [0.6884, 0.0435, 1.8226], [-0.4783, -0.7410, 2.8565], [1.6596, -3.9791, 1.6609], [0.2617, -3.3331, 0.9334]], "lowdin_charge": [-0.043, -0.247, -0.095, -0.143, -0.080, -0.123, -0.036, 0.067, 0.099, 0.019, 0.128, 0.120, 0.105, 0.079, 0.134, -0.135, -0.167, -0.472, 0.106, 0.047, 0.129, 0.054, 0.104, 0.070, 0.111, 0.128, 0.041], "smiles": "Cc1ccccc1.CCC(N)=O", "charge": 0, "e_homo_ev": -9.092, "gap_ev": 9.908}